[1]
C12H14Cl3MnN5OS2 as an isolated structure. Source: the OMol25 dataset; level of theory: ωB97M-V with the def2-TZVPD basis set.

Its multiplicity is 5. Its expectation value of S² is 6.0870. The calculation puts the LUMO energy (spin up / spin down) at -4.66 / -3.58 eV. As for the charge: +1.

Each line ends with the Löwdin spin population.
Atoms and positions in Å:
Mn 0.86 0.66 -0.18  3.83
Cl 1.28 2.36 4.47  0.00
C -0.02 1.49 3.75  0.01
C -1.18 1.25 4.51  0.00
C -2.23 0.54 3.99  0.01
Cl -3.64 0.25 4.95  0.00
C -2.18 0.03 2.66  0.00
C -3.18 -0.74 2.04  0.01
C -2.99 -1.20 0.76  0.00
C -1.81 -0.86 0.08  0.01
N -0.86 -0.14 0.64  -0.03
C -1.02 0.30 1.92  0.00
C 0.09 1.03 2.45  0.00
O 1.13 1.17 1.66  0.07
H -1.23 1.63 5.52  0.00
H -4.09 -0.98 2.58  0.00
H -3.73 -1.80 0.27  0.00
H -1.63 -1.20 -0.93  0.00
N 3.02 -0.77 1.72  0.00
C 2.93 -1.64 0.74  0.01
N 3.79 -2.66 0.66  0.00
S 1.72 -1.56 -0.48  0.04
H 3.77 -0.81 2.38  0.00
H 2.38 0.02 1.77  0.00
H 4.50 -2.82 1.36  0.00
H 3.72 -3.30 -0.10  0.00
Cl 2.71 1.68 -0.80  0.00
C -0.81 0.45 -5.65  0.00
N -1.01 0.90 -4.29  0.00
C -0.05 1.01 -3.37  0.01
N 1.18 0.64 -3.64  0.01
S -0.52 1.71 -1.86  0.00
H -1.79 0.24 -6.09  0.00
H -0.24 -0.48 -5.68  0.00
H -0.31 1.21 -6.26  0.00
H -1.91 1.24 -4.02  0.00
H 1.45 0.31 -4.56  0.00
H 1.92 0.84 -2.97  0.00

***

[2]
C12H14ClFeIN2 as an isolated structure at a distorted geometry. Source: the OMol25 dataset; level of theory: ωB97M-V with the def2-TZVPD basis set.

Its multiplicity is 5. Its expectation value of S² is 6.0126. The calculation puts the LUMO energy (spin up / spin down) at -0.85 / -0.94 eV.

Each line ends with the Löwdin spin population.
Atoms and positions in Å:
C 0.87 -0.38 4.02  0.01
C 0.52 1.05 3.57  0.02
H 0.02 -1.08 3.84  0.00
H 1.06 -0.39 5.10  0.00
H 1.77 -0.75 3.53  0.00
H -0.26 1.11 2.79  0.01
H 0.14 1.61 4.43  0.00
H 1.41 1.58 3.23  0.00
C 0.28 -2.79 -0.80  0.00
C -0.16 -3.50 -1.91  0.00
C -0.81 -2.81 -2.94  0.00
C -0.95 -1.44 -2.83  0.00
H 0.77 -3.29 0.03  0.00
H 0.00 -4.57 -1.97  0.00
H -1.17 -3.33 -3.83  0.00
H -1.40 -0.83 -3.62  0.00
N 0.13 -1.47 -0.69  0.04
C -0.47 -0.78 -1.70  0.00
C -0.47 0.67 -1.51  0.00
N 0.03 1.12 -0.32  0.03
C 0.23 2.45 -0.15  0.01
C -0.65 2.94 -2.34  0.00
C -0.09 3.38 -1.15  0.00
H 0.69 2.75 0.80  0.00
H 0.11 4.43 -0.96  0.00
C -0.83 1.57 -2.52  0.00
H -1.21 1.16 -3.46  0.00
H -0.92 3.64 -3.12  0.00
Fe 0.45 -0.39 1.16  3.62
I -1.72 -1.24 2.08  0.10
Cl 2.61 -0.41 1.25  0.13

***

[3]
A 2-piece molecular cluster, C12H14ClN2 overall at a distorted geometry. Source: the OMol25 dataset; level of theory: ωB97M-V with the def2-TZVPD basis set.

The calculation puts the LUMO energy at -5.28 eV. As for the charge: +1.

Each line ends with the Löwdin charge.
Atoms and positions in Å:
C -4.33 -2.22 0.27  0.00
N -3.05 -1.63 0.44  -0.10
C -2.95 -0.38 0.00  0.02
C -1.71 0.24 0.03  0.02
C -0.53 -0.51 0.12  -0.12
C -0.66 -1.86 0.44  0.06
C -1.96 -2.42 0.63  0.05
C 0.81 0.17 -0.13  -0.09
C 1.85 -0.47 -0.83  0.04
C 3.03 0.19 -1.08  0.04
N 3.27 1.39 -0.45  -0.08
C 2.28 2.00 0.26  0.03
C 1.07 1.41 0.47  0.06
C 4.44 2.18 -0.62  0.01
H -4.88 -1.73 -0.53  0.12
H -4.84 -2.20 1.23  0.13
H -4.31 -3.26 -0.07  0.11
H -3.90 0.12 -0.01  0.16
H -1.78 1.31 -0.03  0.04
H 0.25 -2.44 0.48  0.12
H -2.10 -3.48 0.79  0.15
H 1.55 -1.42 -1.25  0.13
H 3.81 -0.26 -1.69  0.15
H 2.49 2.94 0.74  0.16
H 0.31 1.94 1.03  0.09
H 4.26 3.23 -0.36  0.11
H 4.66 2.18 -1.69  0.12
H 5.30 1.87 -0.02  0.12
Cl -2.38 3.09 1.83  -0.62

***

[4]
C12H14CrN2O4 as an isolated structure at a distorted geometry. Source: the OMol25 dataset; level of theory: ωB97M-V with the def2-TZVPD basis set.

Its multiplicity is 5. Its expectation value of S² is 6.0103. The calculation puts the LUMO energy (spin up / spin down) at -6.92 / -7.03 eV. As for the charge: +2.

Each line ends with the Löwdin spin population.
Atoms and positions in Å:
Cr 0.70 -0.29 0.92  3.83
O -0.06 0.61 -0.96  0.02
C 0.03 0.27 -2.16  0.01
O 1.76 -1.59 -0.53  0.02
C 1.56 -1.66 -1.75  0.01
O 2.18 -2.59 -2.46  0.00
N 0.75 -0.87 -2.56  0.00
C 1.80 -2.45 -3.87  0.00
C 0.92 -1.24 -3.97  0.00
H 1.27 -3.35 -4.17  0.00
H 2.72 -2.33 -4.45  0.00
H -0.05 -1.46 -4.42  0.00
H 1.41 -0.43 -4.52  0.00
C -0.60 1.06 -3.18  0.00
C -0.97 2.33 -2.90  0.00
H -0.76 0.61 -4.16  0.00
H -0.76 2.77 -1.93  0.00
H -1.46 2.93 -3.66  0.00
O 1.40 -1.05 2.59  0.04
C 0.48 -1.03 3.73  0.01
C -0.49 0.08 3.49  0.02
C -1.26 0.64 4.50  0.00
C -2.05 1.74 4.22  0.01
C -2.07 2.24 2.91  0.00
C -1.31 1.61 1.93  0.02
N -0.51 0.56 2.22  0.00
H 2.16 -1.65 2.72  0.00
H -0.04 -2.00 3.78  0.00
H 1.06 -0.88 4.64  0.00
H -1.18 0.18 5.49  0.00
H -2.65 2.21 5.00  0.00
H -2.67 3.10 2.63  0.00
H -1.31 1.94 0.89  0.00

***

[5]
One molecule with the formula C12H14IN at a distorted geometry. Source: the OMol25 dataset; level of theory: ωB97M-V with the def2-TZVPD basis set.

The calculation puts the LUMO energy (spin up / spin down) at 0.15 / 0.15 eV.

Each line ends with the Löwdin charge.
Atoms and positions in Å:
C 3.41 -0.81 -0.28  -0.10
C 3.29 -1.29 -1.57  -0.09
C 2.30 -0.30 0.37  -0.04
C 2.07 -1.25 -2.22  -0.06
C 1.07 -0.27 -0.25  -0.13
C 0.94 -0.73 -1.57  -0.42
C -0.84 -0.97 1.27  -0.07
C -1.96 -1.09 0.22  -0.12
C -0.20 0.18 0.44  -0.40
C -1.39 0.10 -0.48  -0.22
C -0.02 1.51 1.16  -0.01
C -2.18 1.20 -1.08  -0.04
N -0.25 -0.54 -2.21  -0.44
I -1.17 -2.07 -3.16  0.81
H 4.36 -0.85 0.23  0.10
H 4.15 -1.70 -2.08  0.10
H 2.40 0.05 1.39  0.11
H 1.96 -1.62 -3.22  0.09
H -1.19 -0.65 2.25  0.11
H -0.21 -1.85 1.38  0.12
H -1.94 -2.02 -0.35  0.06
H -2.98 -0.95 0.59  0.12
H -0.97 1.87 1.54  0.09
H 0.39 2.26 0.48  0.10
H 0.66 1.40 2.00  0.08
H -1.53 1.99 -1.45  0.09
H -2.86 1.62 -0.33  0.10
H -2.78 0.82 -1.90  0.08

***

[6]
C12H14IN3O2Zr as an isolated structure at a distorted geometry. Source: the OMol25 dataset; level of theory: ωB97M-V with the def2-TZVPD basis set.

The calculation puts the LUMO energy (spin up / spin down) at -9.19 / -9.19 eV. As for the charge: +2.

Each line ends with the Löwdin charge.
Atoms and positions in Å:
C -0.41 -5.47 -1.72  -0.18
C -1.93 -5.35 -1.57  -0.17
H -0.09 -5.19 -2.73  0.07
H -0.07 -6.49 -1.54  0.07
H 0.11 -4.81 -1.01  -0.01
H -2.25 -4.31 -1.59  0.05
H -2.45 -5.87 -2.38  0.07
H -2.27 -5.79 -0.62  0.07
C 2.85 1.04 -0.56  -0.09
C 3.63 2.13 -0.93  0.03
C 3.08 3.41 -0.87  0.04
C 1.77 3.55 -0.44  0.06
H 3.21 0.02 -0.58  0.05
H 4.65 1.97 -1.27  0.14
H 3.66 4.28 -1.16  0.14
H 1.32 4.54 -0.38  0.13
N 1.58 1.18 -0.14  -0.11
C 1.03 2.42 -0.08  -0.18
C -0.36 2.47 0.39  -0.17
N -0.94 1.27 0.71  -0.14
C -2.21 1.26 1.14  -0.06
C -2.39 3.64 0.97  0.05
C -2.97 2.41 1.29  0.03
H -2.61 0.28 1.38  0.14
H -3.99 2.34 1.64  0.14
C -1.08 3.67 0.52  0.06
H -0.61 4.61 0.27  0.13
H -2.96 4.57 1.07  0.15
Zr 0.26 -0.39 0.46  1.43
I 1.87 -2.38 0.12  0.58
O 0.12 -2.21 4.14  0.10
N -0.02 -1.95 2.98  -0.22
O 0.50 -0.85 2.49  -0.41